Record 1
The following is a DFT calculation (wB97M-V/def2-TZVPD) of a 2-piece molecular cluster, C4H10FN2 overall in a non-equilibrium geometry.

Properties
Multiplicity: 1
Total charge: +1
Orbital gap (spin up / spin down) (eV): 7.949 / 8.208
Calculated total energy (Ha): -367.38454
LUMO energy (spin up / spin down) (eV): -4.97 / -4.99
Energy relative to the best compared isomer or geometry (same formula, charge and spin) (kcal per mole): 80.0
Max |F| (eV/Å): 5.19

Geometry (Å):
C: 2.08 -0.08 -0.03
C: -2.39 0.76 0.06
C: -1.61 -0.53 0.35
C: -0.26 -0.78 -0.20
N: 3.05 0.82 0.09
N: 0.77 0.19 0.06
F: 0.19 -2.04 0.03
H: 2.44 -1.18 -0.18
H: -3.13 0.75 0.95
H: -1.65 1.51 0.22
H: -2.80 0.65 -0.98
H: -2.33 -1.44 0.10
H: -1.34 -0.87 1.42
H: -0.19 -1.06 -2.16
H: 3.91 0.41 0.30
H: 2.90 1.76 -0.26
H: 0.35 1.12 0.22

These are the natural (NBO) partial charges, in e, on atoms 1 to 6:
1. C 0.41
2. C -0.60
3. C -0.53
4. C 0.56
5. N -0.71
6. N -0.60

Record 2
The following is a DFT calculation (wB97M-V/def2-TZVPD) of a 2-piece molecular cluster, C10H11I2OP overall in a non-equilibrium geometry.

Properties
Multiplicity: 1
Total charge: 0
Orbital gap (spin up / spin down) (eV): 5.195 / 5.226
Calculated total energy (Ha): -1399.52774
LUMO energy (spin up / spin down) (eV): -3.35 / -3.32
Energy relative to the best compared isomer or geometry (same formula, charge and spin) (kcal per mole): 70.1
Max |F| (eV/Å): 3.40

Geometry (Å):
C: 0.19 3.51 0.95
C: 1.26 2.62 0.82
C: -1.05 3.16 0.52
C: 1.02 1.31 0.42
C: -1.21 1.94 -0.10
C: -0.21 1.00 -0.12
C: 1.16 -2.22 -0.36
C: 0.69 -1.40 -1.56
C: 0.03 -2.42 0.75
C: -1.12 -1.70 0.39
O: -1.81 -0.23 -1.90
P: -0.79 -0.50 -0.94
I: 0.68 -1.37 2.73
I: -2.05 -4.02 -1.81
H: 0.15 4.48 1.34
H: 2.38 2.91 1.12
H: -1.90 3.96 0.65
H: 1.78 0.50 0.37
H: -2.16 1.77 -0.49
H: 1.38 -3.29 -0.48
H: 2.03 -1.76 -0.11
H: 1.33 -0.60 -2.02
H: 0.32 -2.21 -2.28
H: -0.12 -3.46 1.28
H: -1.99 -1.97 0.85

These are the natural (NBO) partial charges, in e, on atoms 1 to 6:
1. C -0.21
2. C -0.20
3. C -0.18
4. C -0.19
5. C -0.18
6. C -0.44

Record 3
The following is a DFT calculation (wB97M-V/def2-TZVPD) of a 2-piece molecular cluster, C2H6N2O overall in a non-equilibrium geometry.

Properties
Multiplicity: 1
Total charge: 0
Orbital gap (eV): 11.137
Calculated total energy (Ha): -264.51568
LUMO energy (eV): 0.97
Energy relative to the best compared isomer or geometry (same formula, charge and spin) (kcal per mole): 44.9
SMILES: NC=O.C=N
Max |F| (eV/Å): 1.60

Geometry (Å):
N: 1.08 -2.37 -0.11
C: 2.20 -1.63 0.20
O: 2.59 -0.60 -0.26
H: 0.60 -2.21 -0.99
H: 0.49 -2.61 0.67
H: 2.70 -2.13 1.06
C: -2.86 2.82 0.43
N: -2.82 1.90 -0.43
H: -2.22 3.70 0.35
H: -3.61 2.83 1.22
H: -3.68 1.37 -0.28

These are the natural (NBO) partial charges, in e, on atoms 1 to 6:
1. N -0.86
2. C 0.54
3. O -0.56
4. H 0.39
5. H 0.39
6. H 0.09

Record 4
The following is a DFT calculation (wB97M-V/def2-TZVPD) of C18H36O11S5Tl as an isolated structure in a non-equilibrium geometry.

Properties
Multiplicity: 1
Total charge: -1
Orbital gap (eV): 2.837
Calculated total energy (Ha): -3698.06314
LUMO energy (eV): -0.68
Energy relative to the best compared isomer or geometry (same formula, charge and spin) (kcal per mole): 80.5
Max |F| (eV/Å): 5.54

Geometry (Å):
Tl: -0.73 0.45 0.68
O: -1.50 2.57 2.81
C: -2.11 3.74 2.31
C: -2.64 3.77 0.82
O: -2.18 2.90 -0.18
H: -1.44 4.58 2.45
H: -2.91 4.06 2.97
H: -2.60 4.80 0.46
H: -3.71 3.58 0.79
C: 1.81 -2.83 3.75
C: 0.92 -2.24 2.77
C: 0.20 -3.06 1.63
O: -0.48 -2.45 0.77
C: 0.38 -4.49 1.68
C: 1.19 -5.06 2.63
C: 1.94 -4.16 3.74
O: 2.73 -4.63 4.66
O: 1.38 -6.32 2.48
O: 0.68 -1.01 2.87
H: 2.33 -2.24 4.50
H: -0.10 -5.05 0.89
C: 3.98 3.26 1.85
S: 2.48 3.22 0.78
O: 1.81 1.89 1.12
C: 1.35 4.49 1.44
H: 4.54 2.33 1.74
H: 3.64 3.24 2.88
H: 4.60 4.12 1.60
H: 1.07 4.27 2.47
H: 0.44 4.36 0.86
H: 1.84 5.44 1.23
C: -5.62 -1.58 1.33
S: -4.40 -1.73 0.01
O: -3.34 -0.67 0.14
C: -3.66 -3.29 0.65
H: -5.08 -1.08 2.14
H: -5.86 -2.55 1.74
H: -6.46 -0.94 1.04
H: -4.32 -4.15 0.55
H: -3.27 -3.18 1.67
H: -2.84 -3.59 -0.01
C: 4.05 -0.70 -0.59
S: 2.60 -1.77 -1.09
O: 1.41 -1.03 -0.50
C: 2.52 -1.20 -2.89
H: 4.92 -0.71 -1.25
H: 4.43 -1.04 0.37
H: 3.68 0.33 -0.61
H: 3.28 -1.72 -3.47
H: 2.83 -0.15 -2.96
H: 1.53 -1.30 -3.33
C: -3.10 -1.84 -3.52
S: -1.38 -1.35 -3.06
O: -1.65 -0.50 -1.87
C: -0.74 -2.98 -2.50
H: -3.41 -2.20 -2.54
H: -3.26 -2.72 -4.14
H: -3.67 -0.98 -3.88
H: -1.56 -3.32 -1.87
H: 0.19 -2.86 -1.95
H: -0.60 -3.65 -3.35
C: 2.70 2.76 -2.88
S: 0.92 2.16 -3.01
O: 0.70 1.22 -1.79
C: 0.25 3.81 -2.45
H: 3.01 2.97 -1.86
H: 2.95 3.52 -3.63
H: 3.25 1.88 -3.20
H: -0.82 3.67 -2.33
H: 0.45 4.65 -3.11
H: 0.46 4.22 -1.46

These are the Mulliken partial charges, in e, on atoms 1 to 6:
1. Tl 1.57
2. O -0.59
3. C -0.43
4. C -0.46
5. O -0.52
6. H 0.16